{
  "formula": "C12H21INOPdSb",
  "method": "wB97M-V/def2-TZVPD",
  "energy_ha": -1265.5343,
  "multiplicity": 3,
  "s_squared": 2.01,
  "e_homo_ev": [-7.0256, -8.1018],
  "symbols": ["Pd", "I", "C", "H", "H", "C", "C", "N", "O", "H", "H", "H", "H", "H", "C", "Sb", "C", "C", "H", "H", "H", "H", "H", "H", "H", "H", "H", "C", "C", "C", "C", "C", "C", "H", "H", "H", "H", "H"],
  "xyz": [[-0.18993, -0.53491, -1.21961], [0.63124, -2.71073, -2.67221], [-0.99627, -1.32645, -2.98825], [-1.91264, -1.90212, -2.96103], [-0.81681, -0.83826, -3.93921], [3.64641, -1.47144, 0.06351], [3.07251, -0.08260, -0.02951], [3.45151, 0.79817, 0.92575], [2.27412, 0.22545, -0.90084], [4.59907, -1.50179, 0.59367], [3.76505, -1.86842, -0.94129], [2.92477, -2.09924, 0.59264], [4.06160, 0.53438, 1.67676], [2.99621, 1.69581, 0.95240], [-0.81702, 4.12390, 0.07219], [-0.52776, 1.99048, -0.15966], [-2.64217, 1.59155, -0.30976], [-0.21670, 2.25021, -2.30642], [-1.60008, 4.46500, -0.60723], [0.11940, 4.63456, -0.16155], [-1.09735, 4.35197, 1.10313], [-3.11017, 2.36561, -0.91825], [-3.10475, 1.56432, 0.67742], [-2.77888, 0.62191, -0.78024], [0.07432, 3.29018, -2.47393], [-1.14420, 2.04923, -2.83693], [0.57885, 1.62289, -2.70407], [-1.29438, -2.69806, 3.03129], [-2.11936, -2.83275, 1.92130], [-1.78954, -2.20706, 0.72130], [-0.64051, -1.43327, 0.61442], [0.17892, -1.29694, 1.73253], [-0.14133, -1.92839, 2.93340], [-1.54847, -3.18673, 3.96440], [-3.02119, -3.43074, 1.98720], [-2.43955, -2.33545, -0.13637], [1.06834, -0.67868, 1.68740], [0.50675, -1.81161, 3.79566]],
  "atomic_forces_ev_per_a": [[0.0, -0.6, 0.2], [-0.1, -0.2, -0.3], [0.3, -0.1, 0.1], [-0.1, 0.1, 0.0], [0.0, 0.1, 0.0], [0.0, 0.0, 0.1], [-0.1, -0.2, 0.0], [0.0, 0.0, 0.0], [0.1, 0.2, -0.1], [0.0, 0.0, 0.0], [0.0, 0.0, 0.0], [0.0, 0.0, 0.0], [0.0, 0.0, 0.0], [0.0, 0.0, 0.0], [0.1, 0.1, 0.2], [-0.3, 0.7, -0.2], [0.1, 0.1, 0.1], [0.0, 0.1, 0.1], [0.1, -0.1, 0.0], [-0.1, 0.0, 0.0], [0.0, 0.0, -0.1], [0.0, 0.0, 0.0], [0.1, 0.0, 0.0], [0.0, -0.1, 0.0], [0.0, 0.0, 0.0], [-0.1, 0.0, 0.0], [0.0, -0.1, 0.0], [0.0, 0.0, -0.1], [0.0, 0.0, 0.0], [0.0, -0.1, 0.1], [0.1, 0.1, -0.1], [-0.1, -0.1, 0.1], [0.0, 0.0, -0.1], [0.0, 0.0, 0.0], [0.0, 0.0, 0.0], [0.0, 0.0, 0.0], [0.0, 0.0, 0.0], [0.0, 0.0, 0.0]]
}